No. 1
{"formula": "C25H31N3O6S", "method": "the ωB97M-V functional and the def2-TZVPD basis", "total_charge": 0, "smiles": "COc1ccc(/C=C/C(=O)Nc2cc(S(=O)(=O)N3CCOCC3)ccc2N2CCCC2)cc1OC", "e_above_lowest_kcal_mol": 47.85, "homo_ev": -7.97, "species": ["C", "H", "C", "C", "H", "H", "C", "C", "H", "C", "H", "H", "H", "H", "O", "H", "H", "H", "C", "C", "H", "C", "N", "H", "C", "C", "H", "C", "H", "C", "N", "S", "C", "O", "C", "H", "H", "H", "H", "H", "C", "H", "O", "O", "H", "H", "C", "H", "H", "H", "H", "O", "H", "N", "H", "H", "C", "C", "C", "O", "C", "C", "H", "C", "C", "C"], "xyz": [[-1.12753, -1.74401, 0.99432], [-1.50545, -1.36470, -3.11592], [-2.14508, 1.34051, -0.98074], [-3.48399, -1.89003, 1.47201], [3.86851, -0.10998, 2.07253], [-1.42345, 3.04130, -2.14792], [-1.86563, 1.59521, 1.31795], [3.93623, -1.90563, -2.14383], [-1.17610, 0.82253, -1.06334], [2.75666, -0.31524, -0.68270], [-2.37103, 1.36028, 2.25551], [-2.60510, 3.62518, 1.33357], [4.39126, -1.08584, -2.70651], [4.99100, -3.75228, -2.63932], [0.93716, 4.33670, 0.77027], [5.93406, -2.59370, -1.69037], [-0.59626, -1.96611, -1.06349], [-0.89681, 1.07555, 1.28614], [-2.07781, -2.29884, -3.08663], [3.97225, -2.32808, 0.21392], [-6.14002, -2.87152, 1.21396], [0.69578, -0.97615, 2.50892], [3.48608, -1.45089, -0.83859], [0.96425, -1.72010, 0.57523], [-3.77608, -2.05340, 0.12703], [2.23628, 0.33460, -1.82103], [-6.13465, -1.10015, 0.97173], [-6.12396, -2.07106, 0.46669], [-1.39302, -3.13963, -2.93048], [-1.65395, 3.10497, 1.17218], [-1.18175, 3.43482, -0.15065], [0.44818, 3.65829, -0.39377], [-1.41678, -1.95263, -0.36169], [0.57301, 4.28236, -1.67911], [-2.17880, -1.73211, 1.90162], [2.40441, -0.08908, -2.79667], [3.55190, -4.23106, -0.72092], [-7.00329, -2.15782, -0.16959], [3.09177, -2.30237, -2.72309], [3.19699, -2.54049, 0.94967], [1.74302, 1.45459, 0.64369], [-1.98431, -1.60550, 2.95452], [-3.08347, -2.26170, -2.10700], [2.58985, -0.92718, 3.92424], [-2.59692, -2.43190, -4.03456], [0.02570, -0.78006, 3.33293], [-1.95259, 2.84260, -1.21675], [-2.84880, 0.91758, -1.69965], [1.57027, 1.91595, 1.60397], [-4.27763, -1.87160, 2.20128], [4.83206, -1.88017, 0.72624], [-2.70156, 1.10006, 0.29277], [-2.93218, 3.33327, -1.24545], [2.91228, -0.29416, 1.79676], [5.15668, -4.15129, 0.02197], [-0.91428, 3.47672, 1.88012], [2.11548, -0.72493, 2.82299], [4.41057, -3.58609, -0.53107], [1.26645, 2.07058, -0.49660], [-5.01909, -2.18884, -0.39582], [1.51262, 1.50317, -1.73215], [-2.71381, -2.09306, -0.80606], [1.15037, 2.00015, -2.61766], [2.46893, 0.27669, 0.57552], [0.25250, -1.49372, 1.35818], [4.94000, -3.01531, -1.84122]]}


No. 2
{"formula": "C25H31N5O5S2SiTi", "method": "the ωB97M-V functional and the def2-TZVPD basis", "total_charge": -2, "s_squared": 2.02, "multiplicity": 3, "e_above_lowest_kcal_mol": 0.00, "homo_ev": [0.35, -2.86], "species": ["C", "H", "S", "H", "H", "H", "H", "H", "H", "N", "N", "H", "C", "C", "H", "N", "H", "C", "H", "C", "H", "H", "N", "H", "H", "C", "O", "H", "O", "H", "C", "H", "H", "C", "Ti", "C", "H", "C", "C", "C", "C", "Si", "H", "C", "H", "H", "C", "H", "H", "O", "H", "C", "H", "C", "N", "H", "S", "C", "C", "C", "H", "C", "H", "C", "H", "O", "O", "C", "C", "C"], "xyz": [[-0.46517, -2.28259, 1.10446], [-4.05033, -0.61803, -1.48485], [1.55645, 0.32688, 2.15593], [3.45189, 0.98796, 3.60844], [3.80771, 4.10429, 0.78635], [4.02656, 2.51963, 4.27488], [-0.79876, -1.65157, 1.91111], [4.70042, 1.52951, 1.44800], [-0.04684, -8.50596, -0.14988], [0.45361, 2.81326, 2.11934], [2.60948, 2.68315, 2.79932], [2.08220, 4.22599, 0.59029], [-0.04940, -6.38332, -0.15988], [4.97346, 1.93538, 2.42137], [-2.98626, 6.04732, 3.07437], [-0.06386, -3.92852, -0.29798], [2.99292, 5.65052, 1.15088], [-2.43652, 1.56011, -3.15326], [-4.90764, 3.54311, 0.17868], [-4.07654, 4.88130, 1.63848], [-2.24189, 2.33885, -2.41093], [-1.14637, -1.04384, -4.71602], [-0.18630, -10.04924, -3.30701], [-2.85015, -0.15357, -0.26028], [-0.17559, -6.58042, -4.03722], [1.52936, 2.02694, 2.33474], [-0.32724, 0.03714, -1.93310], [0.01355, -6.31603, 0.92061], [-0.66885, 1.46979, 0.57958], [5.74850, 1.31021, 2.87468], [-1.82172, 4.40606, 2.33763], [1.78996, 4.58329, 3.05722], [-2.80106, -1.76306, -0.96307], [-0.74352, -3.59325, 0.85608], [0.76357, 0.38431, -0.42807], [-2.96362, 5.18937, 2.41269], [-0.14243, -4.39989, -2.94823], [0.59333, -2.81972, -0.69355], [-2.90330, 2.99906, 0.70852], [-3.00159, -0.71117, -1.18844], [-1.85427, -1.33377, -3.93507], [-1.81814, -0.10010, -2.51801], [-1.56786, -2.32675, -3.57859], [-0.15776, -8.99769, -2.80254], [3.54082, 4.44953, 3.28217], [-3.50894, 1.54518, -3.36679], [3.77135, 1.99341, 3.34674], [-2.85549, 2.14800, 0.04396], [5.39953, 2.92816, 2.25131], [2.66821, -0.02746, -1.10624], [-2.84846, -1.41007, -4.38443], [2.91234, 4.56031, 1.21094], [-4.96628, 5.49795, 1.69784], [-0.56383, 2.43659, 1.37244], [0.36722, -1.80335, 0.13031], [-0.94354, 4.62917, 2.92660], [2.98943, 1.43885, -1.56161], [2.70152, 4.13438, 2.65766], [-0.12388, -7.73897, -2.18958], [-1.78433, 3.30290, 1.48493], [1.22424, -2.78592, -1.56543], [-0.07081, -5.19824, -0.93400], [-1.36970, -4.30696, 1.36053], [-0.07742, -7.61063, -0.75896], [-1.90807, 1.84414, -4.06766], [1.72503, 2.11170, -0.87233], [4.17382, 1.90535, -0.82046], [-0.11227, -5.30119, -2.34598], [-4.04435, 3.78520, 0.78685], [-0.13609, -6.52299, -2.95649]]}


No. 3
{"formula": "C25H32BCrO4", "method": "the ωB97M-V functional and the def2-TZVPD basis", "total_charge": 0, "s_squared": 3.84, "multiplicity": 4, "homo_ev": [-5.75, -7.75], "species": ["C", "C", "C", "C", "C", "O", "O", "H", "H", "H", "C", "C", "H", "H", "H", "H", "O", "H", "C", "O", "H", "H", "H", "C", "H", "C", "H", "C", "H", "C", "C", "C", "C", "H", "H", "H", "C", "H", "Cr", "H", "H", "H", "H", "H", "H", "C", "H", "H", "C", "C", "H", "H", "C", "C", "H", "H", "C", "C", "C", "H", "C", "H", "B"], "xyz": [[-1.70272, 1.51592, 0.12996], [-0.88314, -1.22317, -9.23270], [0.56332, 1.83769, -4.17606], [0.36030, 1.61678, -8.57638], [1.08656, -1.42809, 1.57912], [0.35080, 0.59232, -2.18224], [1.30509, 1.16788, 2.72335], [-0.89729, 1.16980, -10.35837], [0.62230, 5.56317, 5.29887], [-0.88648, -0.87757, -2.95656], [0.66597, 4.57691, 3.37058], [0.31014, -2.25910, 0.66571], [1.40788, 2.34586, -2.20361], [-0.45246, -2.98360, 0.93683], [-0.50811, 2.15851, -8.18517], [-0.13938, 0.15050, -5.41481], [0.53921, 0.32896, -7.93841], [-1.63280, 2.57864, -0.08403], [1.49911, 2.30085, 4.85177], [0.61589, 2.98835, 1.47150], [-1.77506, -0.67288, -8.91471], [-2.56194, -1.63758, -0.61744], [0.29622, 5.43053, 2.81731], [0.81859, 4.62113, 4.76953], [1.78344, -1.91012, -9.04855], [-1.56136, 0.89183, 1.44559], [2.58406, -0.88296, -1.40002], [0.50300, 1.93777, -2.66408], [1.34352, 3.56848, 6.58801], [0.11804, 1.02679, -9.97359], [1.57068, -1.06702, -9.71425], [1.22186, 3.51226, 5.49832], [1.90740, -1.12489, -0.58975], [-2.02169, -1.24841, 2.06823], [-1.39873, 0.92801, -4.40343], [-0.71962, -2.06452, -8.55126], [-2.17458, -0.73117, -0.14522], [0.51154, -2.57813, -1.56264], [-0.07146, -0.13909, 0.32705], [0.88992, 1.26994, -10.71149], [-1.58046, 1.38728, 2.41700], [-1.04507, -1.60811, -10.24774], [1.75521, 1.39579, 5.38004], [0.80868, -0.94929, -3.46243], [1.26612, 2.23008, -8.52377], [0.79552, -2.02892, -0.66961], [0.98507, -1.38824, 2.66151], [2.90349, -0.12186, 1.12003], [2.08629, -0.74033, 0.77594], [-0.33896, 0.62987, -4.45502], [-0.35386, 2.53942, -2.31844], [1.37804, -1.44915, -10.72563], [-1.91174, -0.51897, 1.26411], [-0.03112, -0.26661, -3.27041], [1.59307, 1.59236, -4.47168], [0.24459, 2.75173, -4.67514], [-2.10864, 0.53525, -0.80671], [0.96745, 3.38736, 2.73415], [1.38441, 2.28735, 3.47822], [-2.50184, 0.73868, -1.79780], [0.33898, -0.32879, -9.22856], [2.44466, -0.40723, -9.74973], [0.66068, 1.54798, 1.49919]]}


No. 4
{"formula": "C25H32Cl36FIN3S3", "method": "the ωB97M-V functional and the def2-TZVPD basis", "total_charge": 1, "e_above_lowest_kcal_mol": 247.32, "homo_ev": -10.12, "species": ["H", "Cl", "Cl", "Cl", "N", "Cl", "H", "Cl", "C", "C", "Cl", "C", "H", "Cl", "H", "Cl", "Cl", "C", "C", "C", "Cl", "N", "H", "S", "H", "C", "C", "Cl", "H", "H", "C", "H", "C", "Cl", "H", "H", "Cl", "Cl", "Cl", "H", "C", "F", "C", "N", "H", "Cl", "H", "Cl", "H", "C", "Cl", "Cl", "Cl", "C", "C", "Cl", "H", "C", "H", "Cl", "I", "Cl", "H", "H", "H", "Cl", "H", "H", "C", "Cl", "H", "H", "C", "H", "Cl", "C", "Cl", "S", "C", "S", "Cl", "H", "H", "C", "C", "Cl", "H", "H", "Cl", "Cl", "Cl", "H", "C", "Cl", "Cl", "Cl", "H", "C", "C", "Cl", "H"], "xyz": [[2.77620, 1.28607, -0.06349], [5.54513, -3.39839, 5.51695], [-7.81665, 3.51650, -0.72562], [-8.55120, -3.04829, -7.79647], [-6.25040, 1.24659, 1.09002], [0.30680, -1.56355, -6.74163], [-9.39995, 0.88603, -0.63024], [13.83880, -2.82307, 2.90306], [-1.31491, -1.05793, -7.24568], [2.21819, 0.53191, 2.06580], [13.65344, -6.07516, 6.77228], [8.05712, 0.04593, 0.37538], [-0.74662, -2.69623, -3.41636], [-1.25441, -0.25939, -8.82630], [-6.56059, 5.50964, -0.65954], [-10.78962, -4.39862, -5.36615], [-8.77344, 6.25606, -0.97719], [-0.61408, -1.95784, -2.62146], [14.81148, -5.30371, 5.67531], [-7.40957, 5.15875, -1.25180], [11.43880, 2.09524, 4.67349], [1.36259, 1.76848, 2.41262], [1.95487, 2.55099, 2.01231], [-4.52144, 3.55255, 1.58725], [-8.37653, -3.54924, -5.50011], [-3.95804, 3.43289, -4.00302], [3.74044, 0.55355, 2.67508], [4.12486, -0.92083, 6.08968], [-4.86760, -0.39034, 0.00831], [-1.94163, -1.94906, -7.33381], [-12.18270, -4.64890, -6.43214], [3.65315, 0.67171, 3.85613], [12.45544, -2.33255, 1.91040], [-10.52595, -3.59164, 0.16178], [-9.01648, -1.99618, -0.69301], [0.52185, 4.16236, 1.37930], [12.75511, -0.75455, 1.16228], [10.35511, 4.16376, 2.93271], [-11.65789, -5.27106, -8.00601], [7.65394, -0.73857, 1.02088], [-1.74800, 4.00629, 1.23884], [6.01456, -0.49306, 2.91409], [0.38760, 0.91045, 0.34173], [-7.19681, -0.17090, -0.70337], [-3.19824, 3.68530, -0.54467], [-6.20438, -2.84476, -6.08331], [4.36100, 1.50704, 2.31657], [-3.17203, 2.22162, -5.02998], [-4.50355, 4.12807, -4.64629], [-2.99267, 3.19887, 0.50493], [-11.03043, -1.51717, -1.81962], [10.97560, -2.28855, 2.88393], [-8.54668, -1.19898, -5.54613], [-7.68858, 1.73183, 0.98221], [-0.26310, 3.38803, 0.92156], [-9.11197, -3.63488, -2.38426], [2.05734, -2.11992, 1.63789], [-5.35136, 1.95901, 2.11654], [0.32697, 1.35230, -0.74588], [7.48380, 1.61169, 0.97486], [-1.39806, 1.19026, 3.14410], [-6.93951, 5.16595, -2.96022], [4.29585, -1.76549, 2.77589], [-2.76833, 2.04679, 0.39541], [-0.11215, 3.42685, -0.23919], [6.08617, -1.94633, 7.98325], [-1.96003, 4.16863, 2.40024], [12.32290, -3.07094, 1.11550], [0.05011, 1.93683, 1.61839], [9.82610, -0.03409, 0.43768], [6.43850, -1.23162, 5.76520], [-1.76784, 5.10514, 0.77388], [10.05544, 2.58576, 3.68082], [14.26598, -4.60853, 5.03204], [16.01946, -4.38619, 6.59109], [-5.93395, 0.13148, 0.11767], [-13.34819, -5.75395, -5.68368], [1.48105, -1.17277, 2.50296], [5.65320, -1.79881, 6.27141], [-5.13313, 1.35478, 3.71028], [-0.31442, -0.37984, -3.36957], [-0.25630, -0.07654, 0.30798], [1.98584, -0.55586, -0.08142], [-8.29826, 0.77533, -0.24203], [2.01247, 0.52069, 0.41410], [0.76928, -2.44837, -1.62879], [1.30153, 2.04217, 3.41809], [-8.25712, 2.56609, 1.58621], [-2.03679, 0.01472, -6.03412], [-5.11609, 2.66143, -2.90605], [15.59750, -6.51498, 4.64835], [9.92290, 1.84737, 2.88592], [-9.81495, -2.60404, -1.12613], [-2.09392, -1.91385, -1.64792], [7.47928, -0.23762, -1.27548], [8.57560, 2.62976, 4.65436], [4.85828, -0.91147, 1.15825], [-7.97336, -2.76474, -6.14561], [4.65612, -0.75557, 2.30694], [-2.75006, 4.35040, -3.08724], [-12.67375, -3.68512, -6.58914]]}